# 1
Here is a molecular structure, C29H32BBr45ClF14O5P2S from the OMol25 dataset. Energies are from wB97M-V/def2-TZVPD.

Properties
E = -120295.238820 Ha
LUMO = 0.5 eV
charge = -1
relative energy (zero: lowest compared OMol25 entry of this formula, charge and spin) = 0.000 eV
highest occupied orbital energy = -4.76 eV
HOMO-LUMO gap = 5.269 eV

Each line ends with the Löwdin charge.
CARTESIAN COORDINATES (ANGSTROEM)
O (-0.70, -8.18, -3.28)  -0.356
P (-1.83, -8.13, -4.22)  0.238
O (-2.14, -9.55, -4.92)  -0.183
O (-3.17, -7.82, -3.37)  -0.182
P (-1.62, -6.56, -5.70)  0.871
B (-2.50, -5.01, -4.77)  -1.001
C (-4.11, -5.30, -5.03)  -0.168
C (-4.70, -4.61, -6.28)  -0.312
C (-4.09, -5.00, -7.61)  -0.580
Cl (-4.40, -6.74, -7.98)  0.501
O (-2.23, -3.64, -5.30)  -0.015
C (-1.96, -2.80, -4.24)  -0.228
C (-3.05, -1.76, -3.88)  -0.346
F (-2.42, -0.60, -3.56)  0.117
F (-3.73, -1.49, -5.01)  0.138
C (-4.04, -2.05, -2.72)  -0.348
F (-4.34, -3.33, -2.57)  0.187
F (-3.48, -1.54, -1.61)  0.124
C (-5.41, -1.27, -2.88)  -0.343
F (-5.24, -0.05, -3.36)  0.137
F (-5.86, -1.12, -1.62)  0.113
C (-6.52, -2.07, -3.62)  -0.535
F (-7.15, -2.86, -2.76)  0.190
F (-6.11, -2.74, -4.67)  0.204
F (-7.45, -1.17, -4.03)  0.138
C (-1.36, -3.82, -3.18)  -0.606
S (0.39, -4.13, -3.91)  0.859
C (-0.99, -3.43, -1.75)  -0.281
C (-0.28, -2.08, -1.57)  -0.170
C (1.15, -2.15, -0.98)  -0.089
C (2.27, -1.56, -1.80)  -0.458
F (3.33, -1.38, -0.95)  0.071
F (2.73, -2.35, -2.77)  0.100
C (1.98, -0.16, -2.40)  -0.567
F (1.46, -0.26, -3.63)  0.165
F (1.12, 0.55, -1.67)  0.090
F (3.13, 0.50, -2.55)  0.047
O (-2.05, -4.98, -3.34)  -0.063
H (-2.94, -9.89, -4.49)  0.065
H (-2.91, -7.32, -2.59)  0.076
H (-0.22, -6.35, -5.81)  -0.118
H (-4.25, -6.37, -5.20)  0.044
H (-4.76, -5.05, -4.19)  0.083
H (-5.76, -4.88, -6.35)  0.097
H (-4.67, -3.52, -6.21)  0.082
H (-4.50, -4.43, -8.44)  0.061
H (-3.02, -4.84, -7.63)  0.046
H (-1.12, -2.16, -4.51)  0.125
H (0.43, -3.48, -5.09)  -0.101
H (-0.30, -4.21, -1.40)  0.078
H (-1.86, -3.52, -1.09)  -0.006
H (-0.33, -1.50, -2.49)  0.090
H (-0.88, -1.53, -0.84)  0.107
H (1.18, -1.67, -0.01)  0.039
H (1.42, -3.19, -0.80)  0.131
C (6.51, 1.16, -4.31)  -1.666
Br (5.50, 2.41, -5.37)  0.565
Br (5.49, -0.40, -3.88)  0.674
Br (8.20, 0.73, -5.15)  0.559
H (6.74, 1.65, -3.38)  -0.128
C (-8.66, 1.98, -3.64)  -1.637
Br (-8.75, 3.58, -4.71)  0.572
Br (-7.40, 2.15, -2.20)  0.619
Br (-10.40, 1.45, -3.01)  0.577
H (-8.30, 1.19, -4.29)  -0.045
C (1.99, 0.01, 2.92)  -1.579
Br (1.32, 0.79, 1.29)  0.642
Br (1.55, -1.86, 3.05)  0.585
Br (3.88, 0.31, 3.11)  0.518
H (1.51, 0.51, 3.75)  -0.032
C (-2.83, -3.44, 2.37)  -1.604
Br (-1.59, -4.18, 1.09)  0.733
Br (-4.34, -2.63, 1.52)  0.628
Br (-3.37, -4.75, 3.68)  0.563
H (-2.31, -2.66, 2.90)  -0.035
C (6.20, 4.49, -1.56)  -1.609
Br (5.18, 5.76, -2.60)  0.574
Br (5.19, 2.89, -1.22)  0.611
Br (7.90, 4.10, -2.39)  0.585
H (6.41, 4.95, -0.61)  -0.034
C (4.12, 2.26, 7.27)  -1.605
Br (3.44, 3.05, 5.65)  0.550
Br (3.70, 0.38, 7.37)  0.560
Br (6.01, 2.59, 7.48)  0.548
H (3.62, 2.74, 8.10)  -0.030
C (-8.32, 6.87, -6.80)  -1.663
Br (-9.03, 6.48, -8.55)  0.568
Br (-6.51, 6.26, -6.61)  0.561
Br (-8.50, 8.73, -6.35)  0.566
H (-8.92, 6.31, -6.09)  -0.071
C (8.70, 5.89, 6.05)  -1.619
Br (10.08, 5.07, 7.12)  0.581
Br (7.87, 4.63, 4.86)  0.531
Br (7.41, 6.81, 7.15)  0.588
H (9.18, 6.64, 5.44)  -0.029
C (-0.45, 4.50, 0.56)  -1.625
Br (1.24, 5.28, 0.08)  0.562
Br (-0.91, 3.03, -0.59)  0.592
Br (-0.50, 4.02, 2.43)  0.538
H (-1.20, 5.26, 0.42)  -0.033
C (3.86, 7.91, 5.96)  -1.641
Br (2.18, 7.83, 6.91)  0.593
Br (3.83, 6.85, 4.35)  0.566
Br (4.40, 9.73, 5.60)  0.574
H (4.61, 7.48, 6.61)  -0.092
C (-1.41, 7.32, 6.25)  -1.657
Br (-1.17, 7.45, 4.35)  0.568
Br (-3.17, 7.90, 6.78)  0.596
Br (-1.01, 5.56, 6.91)  0.558
H (-0.71, 8.00, 6.71)  -0.081
C (3.32, -5.33, 4.16)  -1.641
Br (3.64, -6.09, 5.90)  0.543
Br (4.43, -6.15, 2.81)  0.585
Br (1.46, -5.39, 3.68)  0.543
H (3.60, -4.29, 4.22)  -0.046
C (-3.88, 7.46, 10.79)  -1.654
Br (-5.64, 7.98, 11.40)  0.566
Br (-2.52, 8.64, 11.47)  0.557
Br (-3.50, 5.62, 11.22)  0.565
H (-3.88, 7.54, 9.72)  -0.090
C (8.51, 1.18, 2.25)  -1.608
Br (9.94, 0.19, 3.08)  0.587
Br (7.01, 1.39, 3.45)  0.515
Br (9.11, 2.88, 1.56)  0.556
H (8.16, 0.60, 1.41)  -0.024
C (6.50, -2.99, 8.63)  -1.631
Br (4.81, -3.03, 9.56)  0.562
Br (6.47, -4.10, 7.05)  0.558
Br (7.05, -1.19, 8.23)  0.544
H (7.24, -3.41, 9.29)  -0.034



# 2
Here is a molecular structure, C29H32Cl5N2O3PSSiTl from the OMol25 dataset. Energies are from wB97M-V/def2-TZVPD.

Properties
E = -4962.089212 Ha
LUMO = 2.4 eV
charge = -1
relative energy (zero: lowest compared OMol25 entry of this formula, charge and spin) = 1.709 eV
highest occupied orbital energy = -4.56 eV
HOMO-LUMO gap = 6.934 eV

Each line ends with the Löwdin charge.
CARTESIAN COORDINATES (ANGSTROEM)
Tl (0.41, 0.60, 1.00)  0.553
Cl (2.89, 0.85, 3.05)  0.650
C (1.78, 2.13, 3.44)  -0.701
C (0.53, 2.13, 2.82)  -0.283
C (-0.34, 3.15, 3.20)  -0.707
Cl (-1.92, 3.17, 2.50)  0.685
C (0.02, 4.14, 4.11)  -0.707
Cl (-1.08, 5.41, 4.51)  0.650
C (1.30, 4.13, 4.67)  -0.712
Cl (1.79, 5.40, 5.72)  0.649
C (2.19, 3.11, 4.33)  -0.711
Cl (3.78, 3.11, 5.00)  0.649
O (-3.02, -0.97, -0.85)  0.012
C (-2.51, -0.50, 0.17)  -0.626
O (-1.71, 0.51, 0.16)  -0.206
C (-2.93, -1.09, 1.50)  -0.150
C (-4.31, -1.32, 1.62)  -0.045
C (-4.85, -1.93, 2.73)  -0.108
C (-4.01, -2.37, 3.75)  -0.110
C (-2.65, -2.15, 3.65)  -0.148
C (-2.09, -1.49, 2.54)  -0.597
S (-0.34, -1.31, 2.63)  0.560
H (-4.95, -0.99, 0.81)  0.110
H (-5.92, -2.07, 2.81)  0.089
H (-4.42, -2.87, 4.62)  0.093
H (-1.98, -2.48, 4.43)  0.084
C (3.07, 2.58, -0.62)  -0.227
Si (2.25, 0.88, -0.84)  0.429
C (3.63, -0.42, -0.71)  -0.225
C (1.53, 0.81, -2.60)  -0.203
H (3.65, 2.83, -1.51)  0.024
H (3.73, 2.58, 0.24)  0.020
H (2.32, 3.36, -0.46)  -0.003
H (4.49, -0.10, -1.31)  0.028
H (3.30, -1.39, -1.07)  -0.010
H (3.96, -0.54, 0.32)  0.016
H (2.33, 0.83, -3.34)  0.028
H (0.87, 1.66, -2.80)  0.006
H (0.94, -0.10, -2.76)  0.007
N (-0.09, 3.01, -0.15)  0.137
C (-0.83, 3.07, -1.03)  -0.259
N (-1.68, 3.14, -2.04)  -0.081
C (-2.72, 2.14, -2.25)  -0.098
C (-4.00, 2.87, -2.63)  -0.170
O (-3.80, 3.73, -3.75)  -0.137
C (-2.81, 4.70, -3.48)  -0.198
C (-1.47, 4.05, -3.15)  -0.122
H (-2.83, 1.54, -1.35)  0.103
H (-2.42, 1.47, -3.07)  0.140
H (-4.37, 3.45, -1.78)  0.129
H (-4.76, 2.15, -2.93)  0.129
H (-3.12, 5.34, -2.65)  0.128
H (-2.72, 5.30, -4.39)  0.123
H (-0.72, 4.80, -2.89)  0.132
H (-1.12, 3.49, -4.03)  0.128
C (-0.18, -4.05, 0.61)  -0.296
P (0.78, -2.79, -0.35)  0.894
C (-0.17, -2.91, -1.93)  -0.281
C (2.24, -3.85, -0.70)  -0.408
C (3.06, -4.17, 0.39)  -0.110
C (4.19, -4.95, 0.22)  -0.094
C (4.54, -5.41, -1.04)  -0.109
C (3.76, -5.06, -2.13)  -0.100
C (2.62, -4.28, -1.96)  -0.102
H (-0.15, -5.02, 0.10)  0.043
H (-1.20, -3.70, 0.71)  0.034
H (0.25, -4.13, 1.60)  0.016
H (-0.35, -3.95, -2.21)  0.042
H (0.37, -2.40, -2.73)  0.020
H (-1.13, -2.41, -1.78)  0.024
H (2.79, -3.80, 1.37)  0.106
H (4.80, -5.21, 1.08)  0.098
H (5.42, -6.03, -1.17)  0.093
H (4.04, -5.40, -3.12)  0.096
H (2.03, -4.01, -2.83)  0.088



# 3
Here is a molecular structure, C29H32IN5S4Y from the OMol25 dataset. Energies are from wB97M-V/def2-TZVPD.

Properties
E = -3326.798854 Ha
LUMO = -3.9 eV
charge = +1
relative energy (zero: lowest compared OMol25 entry of this formula, charge and spin) = 1.508 eV
highest occupied orbital energy = -9.96 eV
HOMO-LUMO gap = 6.030 eV

Each line ends with the Löwdin charge.
CARTESIAN COORDINATES (ANGSTROEM)
Y (-1.54, -0.08, -0.86)  0.804
S (-3.52, 1.67, -0.61)  0.541
C (-3.19, 2.44, 0.92)  -0.729
C (-4.26, 2.69, 1.78)  -0.131
C (-4.05, 3.21, 3.05)  -0.070
C (-2.76, 3.53, 3.46)  -0.073
C (-1.70, 3.35, 2.59)  -0.101
C (-1.91, 2.79, 1.34)  -0.548
S (-0.51, 2.54, 0.25)  0.920
C (0.68, 1.73, 1.40)  -0.370
C (1.56, 0.77, 0.67)  -0.361
C (2.89, 1.07, 0.41)  0.001
C (3.71, 0.10, -0.14)  -0.025
C (3.18, -1.16, -0.35)  -0.007
C (1.83, -1.38, -0.09)  -0.347
C (1.30, -2.78, -0.17)  -0.366
S (-0.44, -2.86, -0.70)  0.864
C (-1.40, -3.49, 0.80)  -0.569
C (-1.66, -4.91, 0.43)  -0.114
C (-1.25, -5.94, 1.20)  -0.054
C (-0.55, -5.71, 2.42)  -0.021
C (-0.24, -4.45, 2.82)  -0.122
C (-0.62, -3.30, 2.08)  -0.680
S (-0.25, -1.79, 2.65)  0.851
N (1.02, -0.41, 0.34)  0.035
H (-5.26, 2.44, 1.45)  0.106
H (-4.88, 3.37, 3.71)  0.110
H (-2.59, 3.94, 4.44)  0.107
H (-0.71, 3.65, 2.89)  0.107
H (0.09, 1.19, 2.15)  0.075
H (1.27, 2.51, 1.87)  0.086
H (3.28, 2.05, 0.66)  0.123
H (4.75, 0.30, -0.35)  0.119
H (3.80, -1.97, -0.70)  0.122
H (1.37, -3.25, 0.81)  0.083
H (1.87, -3.38, -0.88)  0.089
H (-2.17, -5.06, -0.51)  0.120
H (-1.44, -6.95, 0.89)  0.115
H (-0.26, -6.56, 3.03)  0.119
H (0.31, -4.28, 3.74)  0.106
I (-3.27, -1.84, -2.40)  0.239
C (-2.69, -2.70, 0.98)  -0.371
C (-3.89, -3.38, 1.14)  -0.006
C (-5.01, -2.68, 1.56)  -0.014
C (-4.86, -1.34, 1.90)  -0.014
C (-3.64, -0.74, 1.66)  -0.140
N (-2.58, -1.37, 1.15)  -0.059
H (-3.95, -4.43, 0.91)  0.119
H (-5.96, -3.17, 1.66)  0.120
H (-5.68, -0.77, 2.31)  0.117
H (-3.49, 0.30, 1.91)  0.084
C (-2.12, -0.06, -5.59)  -0.072
N (-1.59, 0.74, -4.51)  -0.165
C (-2.56, 1.59, -3.86)  -0.107
C (-0.37, 0.51, -3.98)  -0.443
N (-0.15, 0.59, -2.68)  0.007
N (0.64, 0.20, -4.84)  -0.147
C (0.68, 0.67, -6.21)  -0.042
C (1.88, -0.37, -4.36)  -0.050
H (-3.07, -0.50, -5.27)  0.056
H (-1.45, -0.87, -5.84)  0.092
H (-2.31, 0.54, -6.48)  0.095
H (-3.01, 2.24, -4.62)  0.101
H (-2.08, 2.23, -3.12)  0.061
H (-3.37, 1.03, -3.39)  0.008
H (0.85, 0.70, -2.50)  0.050
H (-0.08, 1.44, -6.36)  0.094
H (0.52, -0.14, -6.92)  0.096
H (1.66, 1.12, -6.41)  0.097
H (2.60, 0.40, -4.05)  0.100
H (2.33, -0.95, -5.16)  0.097
H (1.70, -1.05, -3.52)  0.083



Q: The highest relative energy (zero: lowest compared OMol25 entry of this formula, charge and spin) belongs to which entry?
A: C29H32Cl5N2O3PSSiTl



Q: Among the records above, which one has the lowest HOMO-LUMO gap?
A: C29H32BBr45ClF14O5P2S